Computed, not measured: a molecular structure, C38H29AsN6O3PbS2 in a non-equilibrium geometry, with the ωB97M-V functional and the def2-TZVPD basis.

Last column: Mulliken charge in e.
Atoms and positions in Å:
Pb (8.49829, 12.38560, 11.23170)  1.2052
O (6.90152, 15.69978, 8.85566)  -0.6670
C (6.92426, 14.67019, 9.49312)  0.0897
N (7.45671, 14.51215, 10.71042)  -0.2035
C (8.08146, 15.60530, 11.32153)  -0.0817
O (8.50973, 16.64565, 10.87361)  -0.5941
C (8.27539, 15.28354, 12.82906)  0.5505
C (8.21852, 16.24368, 13.79557)  -0.5852
C (8.41694, 15.88485, 15.12734)  -0.4237
C (8.63695, 14.56225, 15.47058)  -1.0713
C (8.65426, 13.65976, 14.42168)  -0.1456
N (8.48423, 14.03380, 13.14610)  0.4493
C (6.21617, 13.46499, 8.90465)  0.3883
C (5.56044, 13.57040, 7.68504)  -0.6012
C (4.99767, 12.40341, 7.15190)  -0.2704
C (5.09835, 11.20846, 7.82819)  -0.7896
C (5.77896, 11.18011, 9.02964)  -0.0270
N (6.30845, 12.29734, 9.56460)  -0.0817
H (8.05280, 17.28322, 13.55392)  0.4980
H (8.24027, 16.70921, 15.76865)  0.4395
H (8.68955, 14.21778, 16.51238)  0.4046
H (8.66713, 12.58810, 14.58288)  0.4276
H (5.48867, 14.49631, 7.16644)  0.5341
H (4.41852, 12.44627, 6.25632)  0.4343
H (4.52726, 10.32454, 7.53342)  0.3796
H (5.84718, 10.25186, 9.68881)  0.3034
N (12.99860, 12.25831, 14.58736)  -0.4051
C (11.96656, 11.99506, 13.71880)  0.2082
S (11.97278, 12.96536, 12.21303)  -0.0801
N (11.13265, 11.09891, 14.07960)  -1.1243
N (9.90892, 11.02125, 13.40072)  1.1336
C (9.35438, 9.90890, 13.58185)  -0.8086
C (8.09197, 9.38485, 13.06152)  0.8999
C (7.94796, 8.03157, 13.16107)  -0.6379
C (6.80168, 7.33450, 12.73205)  -0.8460
C (5.70949, 8.15628, 12.40893)  -0.4576
C (5.85337, 9.51203, 12.38790)  -0.3352
C (7.03212, 10.18587, 12.68388)  0.3400
O (7.05378, 11.48617, 12.63512)  -0.9440
H (13.79622, 12.62543, 14.14338)  0.2824
H (13.10107, 11.58724, 15.36542)  0.2632
H (9.93113, 9.16835, 14.17362)  0.2369
H (8.82260, 7.49662, 13.49662)  0.3470
H (6.65869, 6.25222, 12.86168)  0.3521
H (4.78263, 7.67152, 12.02773)  0.3114
H (4.97915, 10.12455, 12.05519)  0.4702
S (11.87002, 9.70180, 11.21051)  -0.2981
C (12.03811, 9.17019, 9.56752)  0.6616
C (11.83425, 7.93619, 9.01192)  -0.6516
C (11.99826, 7.79226, 7.65438)  -0.4790
C (12.54522, 8.85553, 6.86778)  -0.7149
C (12.84561, 10.09749, 7.46247)  -0.3624
C (12.56391, 10.25880, 8.78946)  -0.4824
As (12.65882, 11.61619, 10.21012)  1.2227
C (14.60514, 11.75916, 10.39627)  0.6302
C (15.23881, 11.28938, 11.57444)  -0.5502
C (16.62698, 11.31695, 11.62614)  -0.7173
C (17.37435, 11.72439, 10.52670)  -0.5393
C (16.72685, 12.24031, 9.42256)  -0.6103
C (15.35274, 12.25306, 9.35338)  -0.1500
C (12.06945, 13.22631, 9.29021)  0.3743
C (10.92696, 13.12708, 8.43361)  -0.7275
C (10.20872, 14.28826, 8.10264)  -0.4888
C (10.47942, 15.52047, 8.69503)  -0.1887
C (11.54491, 15.61278, 9.52526)  -0.7210
C (12.35548, 14.48422, 9.79282)  -0.5350
H (11.47604, 7.11633, 9.62663)  0.4294
H (11.76303, 6.82921, 7.19730)  0.3792
H (12.75000, 8.58756, 5.84448)  0.3958
H (13.24859, 10.87646, 6.90075)  0.5276
H (14.63387, 10.93281, 12.37923)  0.5338
H (17.13020, 10.90233, 12.51283)  0.3446
H (18.43424, 11.67118, 10.51445)  0.4254
H (17.32556, 12.50269, 8.54067)  0.3380
H (14.88956, 12.67451, 8.45444)  0.3008
H (10.61231, 12.14536, 8.07782)  0.4242
H (9.29927, 14.22874, 7.56760)  0.5071
H (9.83510, 16.42087, 8.51283)  0.2072
H (11.84260, 16.54987, 10.00398)  0.3826
H (13.26007, 14.62494, 10.38436)  0.3639

Cartesian forces (eV/Å) of the 3 atoms listed first:
-0.1404 0.3361 0.4242
-0.1347 0.6342 -0.8526
-0.5548 0.2983 -0.4398

The energy is -142715.3784 eV. The calculation puts the energy relative to the best compared isomer or geometry (same formula, charge and spin) at 15.1 kcal/mol. For the strongest force on any atom, the calculation gives 2.63 eV Å⁻¹. Its spin multiplicity is 1.